Version w
2 unconnected molecules or ions with the total composition BrHS2, computed with ωB97M-V with the def2-TZVPD basis set.

Geometry as XYZ:
```
4
Properties=species:S:1:pos:R:3
Br 3.5904 0.0773 0.0520
H 0.4190 -1.4950 -0.7725
S -2.0948 -1.1678 -0.0981
S -0.2910 -1.5353 0.4497
```

Values from the calculation:
- HOMO-LUMO gap (spin up / spin down) (eV) = 7.58 / 4.98
- total charge = 0
- LUMO energy (spin up / spin down) (eV) = -1.72 / -3.92

Version x
2 unconnected molecules or ions with the total composition BrHS2, computed with ωB97M-V with the def2-TZVPD basis set.

Geometry as XYZ:
```
4
Properties=species:S:1:pos:R:3
S 1.9191 0.2007 0.0779
Br -1.8965 -0.8384 1.1349
S -1.6228 -0.8204 -0.9530
H 1.6002 1.4582 -0.2598
```

Values from the calculation:
- HOMO-LUMO gap (spin up / spin down) (eV) = 4.17 / 4.24
- total charge = 0
- LUMO energy (spin up / spin down) (eV) = -4.20 / -4.15

How far above the most stable structure does each one sit? In kcal/mol: version w 0.0; version x 47.7.

Version w
A molecular structure, C33H28Br2F2N6O2STi, computed with ωB97M-V with the def2-TZVPD basis set.

Geometry as XYZ:
```
75
Properties=species:S:1:pos:R:3
H 0.6337 3.7911 -3.4657
C 4.4332 -0.7728 -2.6551
C 1.9108 -4.4277 -1.0067
S -0.7827 1.6547 1.4351
C -0.6520 -4.0469 -2.5859
H -1.7525 -0.6648 3.9297
H 0.6022 -1.6770 3.6615
C -0.8962 -1.9341 -1.4332
H -3.0579 -1.5555 0.9479
H -2.0253 -4.5132 -4.1691
C -0.1990 -3.1489 -1.6182
C 3.1485 -3.7001 0.8924
H 2.3960 -0.9044 -3.3436
C -4.8518 -0.4553 0.5301
C -3.4896 -0.6919 0.4699
C 4.7320 -0.1144 -0.3748
C -1.9343 -1.6574 -2.3215
H -1.9179 -4.2962 2.8277
F -3.3302 -2.2470 -4.1169
Br -7.1659 1.0893 -0.0696
C 3.0626 -0.6874 -2.5180
O 1.1918 -0.1997 -1.1696
C -1.7545 -3.5703 2.0293
C 2.2258 -2.6827 1.0257
C 2.4925 -0.3235 -1.2887
C 0.2016 1.2579 2.7970
C 5.2809 -0.4838 -1.5848
H -1.0467 -3.9913 1.3135
N -2.6284 0.0903 -0.1680
N -0.2031 1.6714 4.0399
Br -1.9050 5.2351 -4.0743
H 3.7102 -5.3710 -0.3383
C 2.7959 0.3364 1.0769
H 0.7197 -3.2797 2.8929
H 0.5164 1.7126 4.7445
H 4.8554 -1.0643 -3.6090
C -2.3128 -2.5635 -3.2895
H 1.7751 -5.1070 -1.8283
H 2.3120 -1.9819 1.8399
C -2.4697 3.0487 -2.3520
C -2.1117 1.9326 -1.6034
C 0.0637 -2.5967 3.4295
H -4.8284 2.3526 -1.3247
C -1.4748 3.7199 -3.0341
H -3.1092 -1.3076 3.0010
H -2.7061 -3.4162 1.5167
C -3.1061 1.1477 -0.8276
H 3.4748 0.7542 1.8203
H -2.4813 -0.7277 -2.3033
C -4.4544 1.4825 -0.8088
N -0.8605 1.4868 -1.5316
N 1.2996 0.5761 2.7230
C 0.0835 2.1559 -2.1839
C -1.1882 -2.2750 2.6097
H 5.3738 0.1195 0.4676
F -0.0729 -5.2622 -2.7401
H -5.5082 -1.1271 1.0633
C 0.9972 -3.3916 -0.7910
H -0.8893 2.4055 4.0569
H -3.4894 3.3947 -2.4111
O -0.8785 -1.3895 1.5485
N 1.5717 0.1809 1.4174
H 6.3539 -0.5457 -1.7045
H 3.9656 -3.7827 1.5950
Ti -0.1667 -0.5652 0.1366
H 1.0879 1.7720 -2.0891
C -2.1946 -1.5779 3.5279
C -5.3279 0.6690 -0.1147
C -1.7065 -3.7897 -3.4337
H -2.4599 -2.2364 4.3568
N 1.1941 -2.5029 0.2003
C 3.3462 -0.0454 -0.2032
C 2.9970 -4.5751 -0.1674
H -0.2267 -3.0797 4.3640
C -0.1677 3.2813 -2.9517
```

Values from the calculation:
- HOMO-LUMO gap (eV) = 7.27
- total charge = 0
- LUMO energy (eV) = -0.38

Version x
A molecular structure, C33H28Br2F2N6O2STi, computed with ωB97M-V with the def2-TZVPD basis set.

Geometry as XYZ:
```
75
Properties=species:S:1:pos:R:3
C 1.6979 -2.7155 1.5034
H -2.9719 -0.6329 1.9694
H -3.8956 1.5873 -2.2591
N -2.4583 -0.4597 -0.0004
N 0.8368 -3.0709 0.5391
C 3.4497 -3.9909 0.4948
H -1.4122 4.5557 1.7574
C -0.9218 2.5002 2.2192
H 1.1469 3.0963 2.0643
C -4.1802 0.8614 1.0165
C 1.6244 0.1717 -2.9424
F -1.0693 -0.6806 5.8831
C 0.2808 2.0953 -2.3819
H 2.6720 0.2757 -4.7987
H -1.1582 -2.6770 -5.4146
S 2.2399 0.6351 1.3245
H 0.7890 2.0577 3.4450
O -0.7738 1.2826 1.4920
H 3.7395 -2.7236 2.1971
Ti -0.0282 -0.0528 0.7393
H 1.2175 -1.9301 6.0577
C -1.3172 -2.4923 -3.2712
C 0.4168 2.8884 2.8435
C -2.3646 -0.0323 -3.6810
C -2.2208 -0.5827 -2.4083
H -0.9134 -3.4771 -3.0651
H 0.2980 3.7656 3.4787
H 4.4830 -4.3093 0.4533
H -1.5424 1.7299 4.1508
C -1.4463 -2.0529 -4.5815
Br -2.1511 -0.0829 -6.5148
O 0.3656 0.2203 -0.9231
C 3.0372 -3.1039 1.4716
H -2.3902 3.3685 0.8795
C -4.3797 1.5188 -0.1818
N -1.6863 -1.7879 -2.2145
C -0.3649 -1.1478 4.8280
H 1.7393 2.4843 -5.4129
C 1.0528 -2.0336 2.6511
C 0.7586 0.8267 -2.0528
C -1.9642 -0.7863 -4.7677
H -0.3724 2.5965 -1.6750
C 1.9781 0.7795 -4.1372
N 3.5829 -0.2638 -0.9511
H -2.8491 1.8498 2.9577
C -3.1854 -0.0999 1.0521
H 5.3766 1.1620 -0.2293
C 0.8290 -1.7902 5.0597
C 1.5009 -2.2557 3.9456
C 2.1470 -1.1278 -2.4857
C 1.4731 2.0280 -4.4691
H -2.7746 0.9533 -3.8385
H -1.8111 -0.4271 3.4833
H -0.7042 3.6553 0.4040
H 1.8469 -2.0416 -2.9879
H 4.5143 1.9387 1.0279
H -2.2235 3.3093 3.7409
C -0.1406 -1.3074 2.4156
N 4.6642 1.1085 0.4803
C -2.7610 0.0870 -1.1913
N 2.9122 -1.2715 -1.4820
C -1.9528 2.3326 3.3421
C 3.5253 0.4125 0.1147
C 0.6261 2.6816 -3.5874
C -3.6871 1.1200 -1.3089
F 2.6304 -2.9575 4.1703
H 2.7937 -5.2235 -1.1450
C 1.2395 -3.9552 -0.3657
H 0.2346 3.6607 -3.8333
C -1.3888 3.5912 1.2520
C 2.5198 -4.4785 -0.4105
Br -5.6446 2.9207 -0.3030
H 0.4833 -4.2690 -1.0776
C -0.8489 -0.9169 3.5551
H -4.7688 1.0998 1.8898
```

Values from the calculation:
- HOMO-LUMO gap (eV) = 6.92
- total charge = 0
- LUMO energy (eV) = -0.69

How far above the most stable structure does each one sit? In kcal/mol: version w 0.0; version x 69.7.

Version w
2 unconnected molecules or ions with the total composition C2H4BrFO, computed with ωB97M-V with the def2-TZVPD basis set.

Geometry as XYZ:
```
9
Properties=species:S:1:pos:R:3
O -0.0646 -1.1181 0.0577
H -0.2616 2.0680 -0.8766
F 1.9014 -2.6550 -0.1362
H 1.1077 1.1551 0.1263
H 0.9601 -2.5310 0.0974
H -0.4676 1.8071 0.8404
C -0.5604 -0.0514 -0.0919
C 0.0338 1.3370 -0.0286
Br -2.6489 -0.0117 0.0116
```

Values from the calculation:
- HOMO-LUMO gap (eV) = 10.75
- SMILES = CC(=O)Br.F
- total charge = 0
- LUMO energy (eV) = 0.00

Version x
2 unconnected molecules or ions with the total composition C2H4BrFO, computed with ωB97M-V with the def2-TZVPD basis set.

Geometry as XYZ:
```
9
Properties=species:S:1:pos:R:3
C -1.0654 -0.2263 0.0069
H 0.0109 1.3307 -0.8894
H -0.4527 1.6731 0.7753
F 2.6207 -1.3282 -0.0783
H 0.8746 0.5242 0.4269
C -0.0984 0.8941 0.1051
H 1.8838 -1.8783 -0.2656
O -0.8424 -1.3820 -0.1134
Br -2.9312 0.3926 0.0325
```

Values from the calculation:
- HOMO-LUMO gap (eV) = 11.34
- SMILES = CC(=O)Br.F
- total charge = 0
- LUMO energy (eV) = 0.63

How far above the most stable structure does each one sit? In kcal/mol: version w 10.7; version x 0.0.

Version w
C5H12OS in the gas phase, computed with ωB97M-V with the def2-TZVPD basis set.

Geometry as XYZ:
```
19
Properties=species:S:1:pos:R:3
C -1.6224 -0.5060 0.2337
H -0.3227 1.1466 -1.9269
C -0.3247 1.4196 -0.8899
H -2.4236 -2.5301 -0.4405
O 1.2458 -1.2302 1.4589
H 3.2900 0.4140 1.0090
H 2.7598 1.2505 -0.5710
H -0.1622 1.0120 1.1385
H 1.9142 1.5066 1.0326
H -2.3899 -0.0396 -0.3573
H -0.8899 -1.8799 -1.4098
C -1.4390 -2.0615 -0.3951
H 0.5971 2.0904 -0.7867
H -0.7129 -2.6007 0.2074
H -1.2037 1.9367 -0.5303
C -0.1844 0.3957 0.1986
C 2.4517 0.7689 0.4632
H -1.8700 -0.5691 1.3479
S 1.2867 -0.5238 0.2178
```

Values from the calculation:
- HOMO-LUMO gap (eV) = 9.56
- total charge = 0
- LUMO energy (eV) = 0.88

Version x
2 unconnected molecules or ions with the total composition C5H12OS, computed with ωB97M-V with the def2-TZVPD basis set.

Geometry as XYZ:
```
19
Properties=species:S:1:pos:R:3
H 0.5478 0.5342 -1.9936
S -0.9144 2.5570 -0.5729
H -2.1053 -0.3039 1.1583
C -1.1163 0.9225 0.0336
O -2.2813 0.5156 0.6602
H -0.1972 -1.7884 1.2254
C 0.8935 0.4988 1.4029
C 1.1359 0.3653 -1.1314
H 1.4652 1.4854 1.3215
H 0.4513 -2.0025 -0.2544
H 0.1813 0.4904 2.2561
H 1.8936 1.1966 -1.0491
H -2.0304 -0.2403 -2.1870
H -2.2971 2.8223 -0.8891
H 1.6707 -0.5671 -1.4123
C 0.0964 0.0520 0.1426
H -1.2114 -1.5806 -0.1125
C -0.2260 -1.4070 0.2170
H 1.5964 -0.3426 1.5920
```

Values from the calculation:
- HOMO-LUMO gap (spin up / spin down) (eV) = 5.96 / 10.25
- total charge = 0
- LUMO energy (spin up / spin down) (eV) = -0.54 / 0.66

How far above the most stable structure does each one sit? In kcal/mol: version w 0.0; version x 66.9.

Version w
6 unconnected molecules or ions with the total composition C5H22N2O5, computed with ωB97M-V with the def2-TZVPD basis set.

Geometry as XYZ:
```
34
Properties=species:S:1:pos:R:3
O 1.8160 3.5541 -1.9525
H -0.7205 -1.4186 0.2846
O 1.8373 0.2421 1.3684
H 0.0015 -4.0271 -0.9584
H -2.8506 1.7670 0.5419
H 2.7205 0.1238 1.7409
O 0.2697 -0.2050 3.5514
C -0.5252 0.5182 -1.4930
O -2.1760 0.2811 2.1671
H 1.4913 -2.5672 0.2585
N -1.2336 0.8892 -0.2833
H -0.1344 -1.2858 -2.6878
C -0.3440 -1.8736 -0.6446
H -1.5444 0.4139 1.4354
N 1.1288 -1.8405 -0.3399
H 0.5334 0.7290 -1.3844
H -0.8921 1.1511 -2.3165
H 1.4972 3.1274 1.3964
H -2.7959 2.0770 -1.2104
C -2.2946 1.5506 -0.3799
H -1.4196 -3.4713 0.1340
H -1.8431 0.7839 2.9385
H 1.7019 2.9399 -1.2151
H 1.6194 -1.8160 -1.2279
H 2.6986 3.9139 -1.8026
H -1.6200 -3.6728 -1.4215
H -1.7802 -1.1377 -1.9138
C -0.8128 -3.3148 -0.7805
O 2.1014 2.8985 0.6756
C -0.6983 -0.9489 -1.8227
H 2.0780 1.8992 0.7049
H 0.8451 0.0662 2.8131
H -0.2666 -0.9084 3.1626
H 1.6120 -0.4384 0.6613
```

Values from the calculation:
- HOMO-LUMO gap (eV) = 10.47
- SMILES = C=NCC[C@@H](C)N.O.O.O.O.O
- total charge = 0
- LUMO energy (eV) = 0.40

Version x
6 unconnected molecules or ions with the total composition C5H22N2O5, computed with ωB97M-V with the def2-TZVPD basis set.

Geometry as XYZ:
```
34
Properties=species:S:1:pos:R:3
H 3.7795 1.2228 -0.3417
O -4.2128 -0.1655 0.2822
H -1.6690 2.9788 -2.3488
H -1.4532 -3.3300 2.4274
H -3.9526 -0.8761 0.8582
O 0.0452 3.7432 0.0893
H 1.8214 -0.8147 -3.0159
C -0.5850 -2.1506 1.0642
H 3.0105 0.2438 -2.6864
H -1.7063 4.1255 -1.3789
H -3.4866 0.0570 -0.2958
O 3.9599 0.2767 -0.5040
C -1.6892 -2.3090 2.1244
C 0.6610 -0.4663 -0.3568
H 1.9082 -2.2215 3.4579
C 1.0917 0.9616 -2.2795
H -2.7377 -2.2397 1.8119
H 0.3648 -2.0175 1.6283
O -2.2211 3.7253 -2.0859
H -0.2050 3.6931 -0.8454
C -0.6758 -0.8201 0.3174
H -1.4845 -0.9254 -0.4508
H -1.1132 0.0688 0.7840
O 1.9907 -1.3964 2.9760
H 1.2057 -1.2322 -0.9048
H 1.0947 -1.1988 2.7188
N 0.3947 0.6839 -1.2715
H 3.4243 -0.0216 0.2419
H 0.8222 1.8218 -2.8912
N 2.0472 0.1719 -2.9936
H -1.5446 -1.6382 2.9806
H 0.4895 2.8828 0.2003
H 1.2802 0.1064 0.3560
H -0.6548 -2.9397 0.3322
```

Values from the calculation:
- HOMO-LUMO gap (eV) = 10.19
- SMILES = CCCC/N=C\N.O.O.O.O.O
- total charge = 0
- LUMO energy (eV) = 0.19

How far above the most stable structure does each one sit? In kcal/mol: version w 0.0; version x 24.2.

Version w
A gas-phase ion, C3H6BrN2 (charge +1), computed with ωB97M-V with the def2-TZVPD basis set.

Geometry as XYZ:
```
12
Properties=species:S:1:pos:R:3
H 1.2593 0.5983 -0.9992
H 1.7557 0.4847 0.5860
Br -3.1674 0.2085 -0.0322
N -0.8251 -1.2302 0.1534
H -0.6358 1.9185 -0.5648
H -0.4353 1.4175 1.0627
C -1.2935 -0.0966 0.1241
C -0.2584 1.0289 0.0880
H 0.8849 -1.7214 -0.9904
N 0.9827 0.3022 -0.1084
C 0.5803 -1.1897 -0.0523
H 1.1527 -1.7209 0.7331
```

Values from the calculation:
- HOMO-LUMO gap (eV) = 10.62
- SMILES = BrC1=NC[NH2+]C1
- total charge = +1
- LUMO energy (eV) = -3.94

Version x
A gas-phase ion, C3H6BrN2 (charge +1), computed with ωB97M-V with the def2-TZVPD basis set.

Geometry as XYZ:
```
12
Properties=species:S:1:pos:R:3
N -0.4234 0.0100 1.4214
Br -1.7656 -0.3157 -2.0670
H -0.0220 -1.9173 -0.9405
H 1.3980 0.9463 1.5585
H -1.4653 -1.6612 1.2712
H -0.0088 1.8267 0.7524
C -0.6265 -1.0953 -0.7477
H 0.6663 1.3843 -1.3712
H 1.7997 0.2929 -0.7868
C 0.5130 0.8455 0.7902
C -0.9331 -0.9027 0.7288
N 0.8677 0.5865 -0.6093
```

Values from the calculation:
- HOMO-LUMO gap (eV) = 9.03
- total charge = +1
- LUMO energy (eV) = -6.26

How far above the most stable structure does each one sit? In kcal/mol: version w 0.0; version x 44.4.